A molecular structure, C19H28IO2P2Pm at a distorted geometry, computed with ωB97M-V/def2-TZVPD.

Properties
LUMO (alpha / beta) ... -0.2687 / -0.2610 hartree
E_HOMO (alpha / beta) ... -13.489 / -13.500 eV
Multiplicity ... 5
F_max ... 0.120 Eh/bohr
Net charge ... +2
DFT total energy ... -67468.6616 eV

Geometry (Å):
C -0.00138 -0.18015 -6.99557
C 0.00447 0.61739 -5.70944
H 0.00260 0.53506 -7.83283
H -0.90410 -0.80416 -7.05780
H 0.89355 -0.81530 -7.05944
O 0.01783 1.81874 -5.59631
I -0.01583 -0.53198 -3.81955
Pm -0.01805 -0.99850 0.71551
P 2.46554 -0.15545 -0.25895
C 3.52051 1.12188 0.51227
C 3.31503 -1.66283 0.37852
H 4.39216 -1.55631 0.21294
H 4.19166 -0.15839 -2.00214
H 2.95280 -2.55930 -0.15032
H 2.56964 -0.61847 -2.64760
H 3.23992 1.25998 1.55908
H 3.12757 -1.79163 1.45584
C 3.11068 0.03892 -1.95598
H 4.57813 0.82166 0.44347
H 2.91397 1.07176 -2.27308
H 3.37094 2.05789 -0.04151
P -2.51789 -0.15369 -0.28356
C -3.50906 1.18672 0.48255
C -3.18483 0.02467 -1.97157
H -3.09135 -2.53201 -0.04482
H -4.51971 -1.47717 0.19503
H -3.29623 -1.65137 1.50077
C -3.44930 -1.59461 0.41006
H -2.65318 -0.64883 -2.65552
H -4.26989 -0.16933 -1.99972
H -4.58271 0.98219 0.33086
H -3.24259 2.12696 -0.00994
H -2.98536 1.05246 -2.30701
H -3.29128 1.25566 1.55165
C 0.02947 1.38279 0.62096
O 0.01443 2.52678 0.84627
C 2.89560 -1.10188 6.30158
C 3.47482 -0.78370 5.05318
C 2.65914 -0.44305 3.97418
C 1.24147 -0.46436 4.07718
C 0.35197 -0.19943 2.98412
C -1.02011 -0.16437 3.19030
C -1.57534 -0.73699 4.39880
C -0.75059 -1.04330 5.45725
C 0.66174 -0.86552 5.35278
C 1.51203 -1.15387 6.44763
H 3.54398 -1.31941 7.15605
H 4.56205 -0.80767 4.94539
H 3.10313 -0.20641 3.00283
H -1.71802 0.29716 2.47058
H -2.65541 -0.91430 4.45717
H -1.16582 -1.42573 6.39838
H 1.07077 -1.40483 7.41569

Here are the Löwdin charges for atoms 1 to 5, given in e: -0.07 -0.75 0.11 0.10 0.10


A molecular structure, C40H110BeNO16 at a distorted geometry, computed with ωB97M-V/def2-TZVPD.

Properties
LUMO ... -0.2770 hartree
E_HOMO ... -10.400 eV
F_max ... 0.182 Eh/bohr
Net charge ... +1
DFT total energy ... -77894.2831 eV

Geometry (Å):
Be -3.15820 6.30638 0.38966
C 1.99308 1.42564 1.88674
C 1.20450 1.67760 0.57071
C 1.89245 0.97305 -0.59112
C 1.41054 -0.46900 -0.58940
C -0.11746 -0.52008 -0.75258
C -0.84978 0.15923 0.42257
N -0.25127 1.53237 0.52193
O -0.98323 2.32555 1.47805
C -0.82138 -0.72569 1.69211
C -2.36493 0.03809 -0.05395
C 1.46140 3.16936 0.22746
H 2.26555 0.37368 1.97191
H 1.40194 1.69508 2.76199
H 2.92726 1.98725 1.88501
H 2.97677 0.99940 -0.48320
H 1.62245 1.34522 -1.57939
H 1.75324 -0.86718 0.36565
H 1.84060 -0.83727 -1.52082
H -0.28302 -1.59735 -0.76558
H -0.52605 -0.08676 -1.66548
H 0.10691 -0.63776 2.25660
H -0.77724 -1.80682 1.56057
H -1.70458 -0.45562 2.27101
H -2.73717 -0.98638 -0.05404
H -2.54851 0.49368 -1.02700
H -3.12635 0.47739 0.59053
H 1.09749 3.45915 -0.75829
H 2.52606 3.31534 0.04506
H 1.01630 3.91417 0.88718
C 4.20488 -3.66282 -6.21114
C 3.15370 -4.60808 -5.71110
O 2.51116 -5.31109 -6.71467
H 4.71235 -3.99206 -7.11788
H 4.89769 -3.33684 -5.43535
H 3.48165 -2.86817 -6.39429
H 2.40356 -4.32209 -4.97382
H 3.64857 -5.35908 -5.09534
H 2.10551 -6.04851 -6.25287
C 4.26839 -0.84604 8.34612
C 5.63881 -1.44318 8.52869
O 5.78066 -1.81001 9.95174
H 3.40511 -1.39819 8.71762
H 4.16822 -0.63856 7.28075
H 4.19937 0.11712 8.85174
H 6.51203 -0.87087 8.21552
H 5.74225 -2.43804 8.09550
H 5.91557 -1.00116 10.45091
C 4.26424 -6.74467 -0.10798
C 5.71113 -6.73911 -0.32687
O 6.30855 -7.15552 0.91010
H 3.97261 -5.99238 0.62491
H 3.84084 -7.70621 0.18233
H 3.73987 -6.43332 -1.01141
H 6.14257 -5.74863 -0.47148
H 5.99249 -7.45335 -1.10070
H 7.19167 -6.77948 0.92664
C 2.76396 9.51560 -3.05567
C 1.76932 9.80463 -4.09910
O 1.37484 8.58235 -4.62533
H 3.57716 9.01560 -3.58181
H 2.38786 8.88552 -2.24967
H 3.17175 10.39945 -2.56513
H 2.08883 10.54256 -4.83495
H 0.87804 10.25630 -3.66353
H 2.04406 8.43761 -5.29824
C -3.80478 3.20690 8.65252
C -3.09351 2.48846 7.53213
O -3.79668 2.60881 6.31607
H -4.39730 2.60430 9.34093
H -4.31500 4.15843 8.50301
H -3.06185 3.53364 9.38012
H -2.81379 1.48444 7.85119
H -2.11506 2.90544 7.29366
H -3.23951 2.49963 5.54196
O -2.71048 3.99545 -2.52615
H -3.40791 3.78911 -3.14845
H -2.40758 3.14286 -2.21379
O -3.44828 6.49952 4.45943
H -3.60583 5.69979 4.96127
H -3.39823 7.19104 5.11937
O -6.24779 3.69446 1.28887
H -7.19876 3.63112 1.20004
H -6.02623 3.05090 1.96189
C -1.01055 -8.39618 2.83190
C -2.00114 -7.91807 1.83946
C -1.56734 -8.21975 0.41116
O -3.35189 -8.26000 2.09773
H -0.02899 -7.99437 2.58052
H -0.88979 -9.47905 2.86216
H -1.15701 -8.19773 3.89363
H -1.89197 -6.83840 1.94199
H -2.26731 -7.88592 -0.35481
H -1.47965 -9.29510 0.25613
H -0.66362 -7.68524 0.11844
H -3.44099 -8.63142 2.97847
C -9.28163 -1.51062 0.25063
C -10.58555 -0.96098 0.85571
C -10.89206 -1.76651 2.12119
O -10.40589 0.37050 1.13742
H -9.34291 -2.50962 -0.18105
H -8.50286 -1.67202 0.99599
H -8.90549 -0.88941 -0.56221
H -11.39615 -0.98777 0.12750
H -11.11053 -2.79745 1.84272
H -11.74196 -1.30786 2.62657
H -10.00840 -1.71909 2.75758
H -9.89862 0.37729 1.95243
C 7.95646 -1.39873 2.67644
C 9.46334 -1.41325 2.44464
C 9.80148 -0.33724 1.45471
O 10.19699 -1.18596 3.61627
H 7.51389 -0.40540 2.75058
H 7.69398 -1.79622 3.65685
H 7.41165 -1.89425 1.87285
H 9.58757 -2.35392 1.90817
H 9.64570 -0.69109 0.43558
H 10.86296 -0.08946 1.45236
H 9.28551 0.60672 1.63025
H 9.77410 -1.80968 4.21103
C -5.92463 -4.51138 5.46231
C -5.62593 -5.45780 6.57363
C -5.59658 -4.73573 7.97083
O -6.71846 -6.41041 6.49547
H -5.00088 -4.07747 5.07955
H -6.67903 -3.77081 5.72787
H -6.43223 -4.94983 4.60313
H -4.72322 -6.05512 6.44557
H -6.48607 -4.12828 8.13789
H -4.82470 -3.96781 7.91987
H -5.41987 -5.47769 8.74953
H -6.28927 -7.25301 6.32990
C 6.48969 4.75613 -4.25392
C 7.42564 4.83615 -5.36879
C 7.13838 6.04386 -6.25243
O 8.76100 4.85614 -4.83250
H 6.47542 5.65765 -3.64142
H 6.57191 3.96370 -3.51000
H 5.43727 4.66151 -4.52146
H 7.31201 3.89907 -5.91384
H 7.84664 6.09808 -7.07917
H 7.26214 6.97048 -5.69192
H 6.15145 5.86302 -6.67827
H 9.15332 3.98609 -4.72910
C -7.84883 1.99197 -6.03140
C -6.39795 1.93641 -5.32303
C -5.68190 0.68695 -5.54618
O -5.67209 3.05794 -5.70991
H -8.55174 1.32935 -5.52647
H -8.01941 1.54588 -7.01119
H -8.32493 2.97225 -6.05345
H -6.50844 1.89560 -4.23942
H -4.66929 0.70966 -5.14343
H -5.62699 0.49190 -6.61719
H -6.34715 -0.08087 -5.15122
H -5.71494 3.05161 -6.66893
C -0.16631 3.50299 -7.89633
C 1.32322 3.70762 -7.73578
C 2.03067 2.39393 -7.66430
O 1.74855 4.58594 -8.76251
H -0.61974 4.48295 -8.04522
H -0.59945 2.89057 -7.10549
H -0.28314 2.93076 -8.81666
H 1.26288 4.33090 -6.84361
H 1.81372 1.81383 -6.76736
H 3.11776 2.46094 -7.62121
H 1.74320 1.68271 -8.43867
H 2.18890 4.06364 -9.43697

Here are the Löwdin charges for atoms 1 to 5, given in e: 0.38 0.01 -0.48 -0.16 -0.16


2 unconnected molecules or ions with the total composition C2H3NOS at a distorted geometry, computed with ωB97M-V/def2-TZVPD.

Properties
LUMO ... -0.0167 hartree
E_HOMO ... -9.979 eV
F_max ... 0.050 Eh/bohr
Net charge ... 0
Energy relative to the best compared isomer or geometry (same formula, charge and spin) ... 439.5 kJ/mol
DFT total energy ... -16490.6435 eV

Geometry (Å):
C 3.18680 0.45703 -0.80644
C -0.90883 0.39391 -0.74007
N -1.20109 0.31530 0.46559
O 4.18943 0.90989 -0.21119
S 3.53396 -0.55253 0.53781
H -1.64554 0.49384 -1.58062
H 0.03830 0.05380 -1.04467
H -2.21478 0.46626 0.62480

Here are the Löwdin charges for atoms 1 to 5, given in e: -0.44 -0.16 0.01 -0.35 0.79